C14H22F14N2OPbS2SbSi2Te as an isolated structure, computed with the ωB97M-V functional and the def2-TZVPD basis.

Each line ends with the Löwdin spin population.
Geometry (Å):
1 Pb -1.482 -1.378 -0.021  0.0469
2 F -2.623 3.595 -2.560  0.0001
3 C -2.804 3.786 -1.239  0.0001
4 F -2.831 5.131 -1.063  0.0000
5 F -4.033 3.348 -0.939  -0.0001
6 C -1.729 3.146 -0.405  0.0006
7 C -0.962 3.932 0.432  0.0005
8 C -0.004 3.348 1.247  0.0005
9 C 0.138 1.977 1.175  0.0015
10 N -0.560 1.216 0.344  0.0125
11 C -1.507 1.752 -0.435  0.0019
12 S -2.417 0.649 -1.424  0.0037
13 H -1.131 5.000 0.465  0.0000
14 H 0.591 3.931 1.932  0.0000
15 H 0.826 1.459 1.829  -0.0001
16 C 3.284 0.400 1.580  0.0019
17 Si 2.288 -1.140 1.138  0.0766
18 C 3.477 -2.599 1.156  0.0235
19 C 1.006 -1.425 2.466  0.0135
20 C 1.587 -1.140 -0.599  0.6277
21 Si 2.019 -0.124 -2.101  0.0798
22 C 0.634 0.588 -3.134  0.0140
23 C 3.150 1.322 -1.679  0.0048
24 C 2.953 -1.320 -3.219  0.0182
25 H 3.393 0.436 2.666  0.0003
26 H 2.816 1.328 1.263  0.0000
27 H 4.280 0.365 1.140  -0.0002
28 H 4.065 -2.610 2.076  0.0034
29 H 4.168 -2.567 0.312  0.0008
30 H 2.915 -3.530 1.087  0.0001
31 H 1.484 -1.417 3.448  0.0010
32 H 0.519 -2.393 2.345  -0.0004
33 H 0.226 -0.667 2.490  -0.0006
34 H 1.570 -2.181 -0.920  0.0296
35 H 0.122 1.415 -2.646  -0.0002
36 H -0.122 -0.152 -3.387  -0.0004
37 H 1.078 0.957 -4.062  0.0009
38 H 2.649 2.029 -1.017  0.0001
39 H 3.402 1.851 -2.600  0.0006
40 H 4.076 1.012 -1.200  0.0000
41 H 2.269 -2.106 -3.541  0.0000
42 H 3.790 -1.797 -2.710  0.0005
43 H 3.334 -0.811 -4.107  0.0029
44 F -6.374 -3.059 -1.404  0.0005
45 Te -4.754 -2.491 -2.170  0.0007
46 F -5.520 -0.783 -2.310  0.0002
47 F -3.399 -1.888 -3.329  0.0000
48 F -4.277 -4.290 -2.394  0.0004
49 F -5.670 -2.794 -3.798  0.0000
50 O -3.886 -2.243 -0.630  0.0076
51 S -0.844 -3.209 -2.048  0.0213
52 C 0.079 -4.130 -0.994  0.0012
53 N 0.729 -4.763 -0.275  0.0006
54 F -1.743 0.526 2.937  0.0005
55 Sb -1.727 0.713 4.834  0.0000
56 F -2.097 2.564 4.644  0.0000
57 F 0.131 1.117 4.727  0.0000
58 F -1.675 0.906 6.721  0.0000
59 F -1.303 -1.123 5.004  0.0001
60 F -3.575 0.332 4.907  0.0000

Summary:
relative energy (zero: lowest compared OMol25 entry of this formula, charge and spin): 0.00 kJ/mol
spin multiplicity: 2
charge: -2
molecular weight: 1077.18 g/mol
Kohn-Sham gap (alpha / beta): 7.984 / 6.661 eV